No. 1
99
Properties=species:S:1:pos:R:3 method="wB97M-V/def2-TZVPD" energy_ha=-4198.40383 gap_ev="5.9 / 7.1" charge=-1 s_squared=8.806 spin_multiplicity=6 lumo_ev="2.73 / 2.72"
P -0.433 -0.877 -1.636
C -2.119 -0.499 -2.506
C -2.436 -1.105 -3.883
C -3.734 -0.523 -4.460
C -4.927 -0.602 -3.495
C -4.585 -0.185 -2.056
C -3.275 -0.810 -1.550
C -0.573 -2.769 -1.345
C -1.281 -3.580 -2.429
C -1.123 -5.084 -2.177
C -1.584 -5.499 -0.770
C -1.059 -4.583 0.345
C -1.186 -3.079 0.026
C 0.607 -1.003 -3.211
C 0.651 0.360 -3.919
C 1.481 0.294 -5.212
C 2.865 -0.338 -5.021
C 2.815 -1.671 -4.264
C 1.988 -1.627 -2.965
H -2.048 0.599 -2.628
H -2.579 -2.186 -3.785
H -1.623 -0.961 -4.608
H -3.979 -1.061 -5.388
H -3.562 0.525 -4.746
H -5.739 0.028 -3.878
H -5.316 -1.631 -3.484
H -4.504 0.911 -1.997
H -5.400 -0.479 -1.385
H -3.050 -0.432 -0.540
H -3.411 -1.903 -1.488
H 0.482 -3.088 -1.317
H -0.071 -5.369 -2.322
H -0.901 -3.354 -3.438
H -2.355 -3.345 -2.401
H -1.701 -5.635 -2.933
H -1.265 -6.532 -0.581
H -2.683 -5.505 -0.738
H -1.593 -4.799 1.278
H 0.000 -4.815 0.530
H -0.657 -2.496 0.796
H -2.248 -2.782 0.046
H 0.095 -1.702 -3.894
H -0.364 0.691 -4.186
H 1.060 1.118 -3.232
H 0.926 -0.285 -5.968
H 1.596 1.305 -5.617
H 3.515 0.365 -4.478
H 3.333 -0.496 -6.003
H 3.833 -1.997 -4.029
H 2.384 -2.436 -4.928
H 1.879 -2.666 -2.617
H 2.514 -1.081 -2.168
Fe 0.118 0.495 1.280
Cl 1.643 -0.976 0.728
Cl -1.255 1.793 0.213
C -0.247 0.493 3.164
H 0.524 0.833 3.873
C -1.414 -0.062 3.755
C -1.477 -0.411 5.155
C -2.464 -1.256 5.644
C -3.476 -1.732 4.796
C -3.556 -1.257 3.475
C -2.601 -0.373 2.988
H -0.690 -0.027 5.812
H -2.445 -1.549 6.697
H -4.381 -1.593 2.842
H -2.734 0.098 2.009
H -4.206 -2.450 5.175
C 0.696 3.391 5.074
C 1.440 3.966 3.861
C 2.725 4.656 4.354
P 1.594 2.701 2.469
C 1.795 3.759 0.930
C 2.479 5.119 1.118
C 2.436 2.964 -0.213
C 3.250 1.843 2.728
C 4.495 2.692 2.464
C 3.329 1.166 4.095
H 1.330 2.691 5.637
H -0.231 2.881 4.788
H 0.447 4.222 5.752
H 0.792 4.733 3.400
H 3.329 3.991 4.990
H 3.356 5.060 3.556
H 2.427 5.510 4.984
H 0.731 3.935 0.678
H 3.555 5.013 1.312
H 2.370 5.685 0.179
H 2.023 5.716 1.921
H 1.908 2.021 -0.420
H 2.403 3.568 -1.131
H 3.492 2.728 -0.006
H 3.200 1.046 1.964
H 4.650 3.445 3.248
H 5.370 2.025 2.483
H 4.492 3.191 1.490
H 2.542 0.417 4.238
H 4.291 0.631 4.176
H 3.284 1.884 4.928

No. 2
116
Properties=species:S:1:pos:R:3 method="wB97M-V/def2-TZVPD" energy_ha=-3314.74110 gap_ev=6.8 charge=-1 lumo_ev=1.94
C 1.562 -5.043 -1.340
C 0.574 -4.346 -1.283
C -0.619 -3.468 -1.292
P -0.282 -1.561 -0.972
C 1.025 -1.938 0.369
C 0.515 -2.822 1.573
C 0.845 -1.539 -2.520
C 2.372 -1.583 -2.405
C 3.086 -0.391 -1.734
C 4.571 -0.817 -1.510
O 5.514 0.252 -1.740
C 5.902 0.883 -0.611
O 6.327 2.004 -0.675
C -1.789 -1.343 -2.154
C -2.533 0.012 -2.210
C -1.855 1.123 -3.041
C -2.506 2.489 -2.717
N -1.919 3.596 -3.490
C -2.806 4.773 -3.291
C -0.626 3.961 -2.905
C 0.617 3.774 -3.784
O -0.559 4.407 -1.793
O -1.446 -1.362 0.318
C -1.320 -0.160 1.017
C -2.572 0.343 1.782
C -2.369 0.359 3.339
C -2.003 1.755 3.931
C -0.601 1.827 4.585
S -0.149 3.619 4.723
C 1.495 3.781 4.145
N 2.021 4.776 3.506
N 3.305 4.522 3.219
C 3.572 3.338 3.678
O 2.486 2.867 4.280
C -0.486 0.876 0.144
C 0.277 1.988 0.908
B 1.850 1.815 1.043
O 2.683 2.716 0.363
O 2.513 0.876 1.817
O 0.137 0.159 -0.865
H 2.331 -5.759 -1.537
H -1.364 -3.805 -0.551
H -1.079 -3.627 -2.277
H 1.941 -2.449 0.045
H 1.375 -1.020 0.864
H -0.359 -3.438 1.338
H 1.319 -3.521 1.874
H 0.284 -2.227 2.470
H 0.580 -0.618 -3.074
H 0.553 -2.346 -3.215
H 2.795 -1.646 -3.433
H 2.744 -2.504 -1.923
H 3.056 0.548 -2.309
H 2.698 -0.187 -0.728
H 4.663 -1.097 -0.442
H 4.817 -1.738 -2.060
H 5.873 0.393 0.382
H -2.554 -2.063 -1.808
H -1.587 -1.623 -3.207
H -2.874 0.360 -1.219
H -3.488 -0.190 -2.744
H -2.107 0.940 -4.102
H -0.760 1.139 -2.969
H -2.423 2.693 -1.631
H -3.585 2.398 -2.925
H -2.184 5.677 -3.378
H -3.198 4.774 -2.256
H -3.646 4.779 -3.996
H 0.329 3.984 -4.824
H 0.994 2.749 -3.680
H 1.338 4.532 -3.453
H -0.591 -0.344 1.856
H -3.397 -0.360 1.607
H -2.813 1.375 1.481
H -3.342 0.076 3.776
H -1.651 -0.404 3.674
H -2.097 2.511 3.141
H -2.720 2.012 4.730
H 0.134 1.355 3.916
H -0.560 1.375 5.581
H 4.506 2.800 3.603
H -1.318 1.472 -0.309
H -0.177 2.086 1.911
H 0.081 2.941 0.396
H 2.912 2.372 -0.509
H 1.822 0.428 2.327
C -4.616 2.082 9.778
C -5.065 2.620 8.435
O -5.126 1.587 7.444
C -6.168 0.762 7.533
O -7.050 0.813 8.351
O -6.055 -0.150 6.565
C -7.057 -1.167 6.601
H -3.667 1.552 9.679
H -4.495 2.895 10.495
H -5.339 1.374 10.181
H -4.337 3.345 8.073
H -6.024 3.135 8.507
H -8.056 -0.736 6.600
H -6.915 -1.799 7.477
H -6.934 -1.773 5.706
C 3.524 -6.044 -8.461
C 2.892 -5.676 -7.134
O 3.859 -5.167 -6.209
C 4.266 -3.917 -6.435
O 3.891 -3.196 -7.323
O 5.177 -3.607 -5.512
C 5.775 -2.322 -5.690
H 4.353 -6.739 -8.310
H 2.789 -6.507 -9.121
H 3.930 -5.165 -8.962
H 2.471 -6.569 -6.672
H 2.075 -4.965 -7.260
H 5.019 -1.541 -5.753
H 6.401 -2.321 -6.582
H 6.403 -2.128 -4.823